Entry from the Open Molecules 2025 dataset: C49H50AgN3O2S2 as an isolated structure (ωB97M-V/def2-TZVPD).

```
107
C49H50AgN3O2S2 ωB97M-V/def2-TZVPD
C 1.3734 2.4728 -3.8624
S -1.9362 0.0649 -1.4635
H 4.1731 2.7870 4.8781
C 4.2192 1.8706 2.9321
H 5.2502 3.5829 3.7268
C -5.4980 -1.0416 -2.9841
H -6.0363 -0.9370 -3.9185
C 2.3007 0.7385 1.9889
H 0.3001 -3.1235 5.0311
C 4.3511 0.8866 0.7277
C -0.1024 2.5894 0.1822
C -1.4043 -2.6030 -2.1058
H -1.3449 -3.3476 4.4303
H 0.1173 3.6027 -6.8129
H 0.3235 0.2551 7.3479
C -0.9139 -1.2723 -2.1653
H -1.2971 3.4883 -1.7923
C -6.1012 -1.7075 -1.9196
Ag -0.2591 -1.1237 0.4359
C -0.3162 1.6725 -5.9363
C -2.6154 2.5398 3.1979
C 1.1246 3.3315 -4.9617
H -3.7544 0.0257 -3.6817
C -0.6609 -3.6352 -2.5897
C -4.2237 -0.5098 -2.8662
H 1.1110 4.2840 1.5145
H -0.0259 4.7006 -2.0358
H 2.0688 -2.2902 3.3878
C -0.7738 4.3246 -1.3325
C 0.3460 -1.0087 -2.6753
H 2.0737 -4.0118 2.9735
H 5.7229 2.0554 4.4573
C 3.0597 -2.9029 -4.3990
C 0.6900 4.7976 0.6528
H -1.5126 -4.2070 1.9656
C 0.1093 -3.0601 2.8336
C -7.4914 -2.2642 -2.0454
H -2.1413 0.1631 2.0699
C 2.4997 2.0055 -1.7777
C -0.6451 -0.7319 3.3274
H 0.0476 -5.0586 1.9563
N -0.0750 1.4643 0.4454
C -5.4029 -1.8252 -0.7195
C 1.1031 -2.0852 -3.2365
H 0.8485 -1.2104 4.8256
H 2.7274 3.8220 -2.8554
C -4.1319 -1.2920 -0.5806
C 2.5551 -4.2204 -4.3371
H 1.6107 4.2997 -4.9856
H 1.9465 -2.7977 1.6971
H 1.7804 0.4634 6.3878
H -1.0406 -4.6478 -2.5338
H -7.8107 -2.2998 -3.0858
C -0.2933 -3.5589 4.2315
C 2.2468 2.8510 -2.8131
H -0.9641 1.3678 -6.7478
C -1.5534 0.2942 2.9761
H 2.3281 1.6243 3.9260
C 3.0195 0.4964 0.8318
C 0.7583 0.8242 6.5233
H -1.4817 5.1224 -1.1000
C 0.7423 1.2117 -3.8119
C 1.6414 -3.0406 2.7194
C -0.1039 0.8320 -4.8835
H 4.9198 0.6166 -0.1533
C 0.5965 -3.4038 -3.1891
H -2.7892 3.2989 3.9608
H -2.1936 3.0364 2.3194
C 1.8703 0.7408 -1.7250
H -1.0403 2.5595 5.4373
C -3.5488 -0.6549 -1.6661
H -3.5957 -1.3758 0.3591
H 0.8025 1.8701 6.8295
N -0.1285 3.8703 -0.1082
N -0.4784 -1.7739 2.4636
C 2.9030 1.4357 3.0274
C -0.0546 0.6557 5.2645
C 4.8735 2.6152 4.0621
H 1.2822 0.3923 2.1046
O 3.4482 -1.2551 -1.0744
H -0.2584 -3.7449 0.8070
H 3.1734 2.3029 -0.9872
H -7.5494 -3.2722 -1.6346
H 0.0803 5.6333 1.0009
H 0.9552 -5.4700 -3.6893
H 1.5049 5.1838 0.0339
H -5.8634 -2.3312 0.1204
C 0.2988 2.9428 -5.9747
C 0.0945 -0.5028 4.5112
C -0.9367 1.6488 4.8582
H 2.7718 -0.8670 -3.8868
H -0.1476 -4.6402 4.2778
H -3.5812 2.1269 2.9026
C 1.3537 -4.4647 -3.7433
C -0.4361 -4.0872 1.8321
H -2.3755 -2.8012 -1.6768
H 4.0190 -2.7183 -4.8635
S 2.3199 -0.4913 -0.4795
H -8.2047 -1.6462 -1.4970
H -0.5879 -0.1348 -4.8559
C 4.9385 1.5776 1.7711
C 0.9796 0.3518 -2.6955
H 5.9759 1.8818 1.6940
H 3.1281 -5.0345 -4.7609
O -1.8510 1.2342 -2.3785
C 2.3607 -1.8658 -3.8587
C -1.6875 1.4625 3.6956
```

Calculated values
- Kohn-Sham gap (eV) = 6.0
- HOMO (Ha) = -0.22028

Atom charges from the Mulliken analysis, given in e for atoms 1 to 2:
1. C 0.8816
2. S 1.4982

Entry from the Open Molecules 2025 dataset: one molecule with the formula C5H7N (ωB97M-V/def2-TZVPD).

```
13
C5H7N ωB97M-V/def2-TZVPD
H 1.4473 1.3894 1.4430
C 0.0691 -0.8837 -0.7672
N 0.8658 -1.3358 0.3853
H -0.2681 1.1483 1.0344
H 0.3016 -1.4066 -1.6924
H -3.5489 -0.1288 -0.3262
C -1.3358 -0.5752 -0.5945
H 0.3036 -1.2691 1.2324
C 0.7419 1.2311 0.6199
C 1.1104 -0.0069 -0.1569
C -2.5083 -0.3355 -0.4498
H 0.7702 2.1154 -0.0255
H 2.0512 0.0572 -0.7024
```

Calculated values
- Kohn-Sham gap (eV) = 10.4
- energy relative to the best compared isomer or geometry (same formula, charge and spin) (eV) = 2.811
- HOMO (Ha) = -0.34027
- SMILES = C#C[C@@H]1N[C@@H]1C

Atom charges from the natural (NBO) analysis, given in e for atoms 1 to 2:
1. H 0.2167
2. C -0.1752

Entry from the Open Molecules 2025 dataset: one molecule with the formula C15H24N2O3 (ωB97M-V/def2-TZVPD).

```
44
C15H24N2O3 ωB97M-V/def2-TZVPD
H 3.6123 3.0338 2.0389
H 1.4363 0.4463 -2.5516
H 2.2355 1.2665 2.4532
H -6.4566 -3.1605 0.3180
C -6.1422 -3.2016 -0.7224
H -1.3355 0.7907 -0.3748
C -2.9353 -1.2378 -0.3894
C -3.5955 -3.2172 0.8419
H -2.1157 -3.7188 2.1692
H 3.5468 -0.2905 1.0718
C -0.7975 -0.1086 -0.0684
C 2.5866 0.0648 -0.7997
H 3.9613 5.1818 -0.9776
H 0.9427 1.4188 -1.1756
H 4.4090 5.0309 0.7223
O -4.2885 -4.1471 1.1817
H -3.1398 -0.4855 -1.1414
H -0.4642 -0.7436 -2.0862
H 2.1777 4.0068 0.2873
H 1.8299 -0.6393 1.0922
C 3.4281 2.4694 1.1218
C -1.4095 -2.0689 1.2360
O -5.2506 -1.2834 -1.8198
C -5.1091 -2.1519 -0.9845
C 2.3218 1.4353 1.3776
C 1.2593 0.4188 -1.4745
H 1.3671 1.8435 1.0412
C 0.1341 -0.5830 -1.1862
H 5.1354 3.9634 -0.4781
H 0.5664 -1.5432 -0.8991
N -2.3538 -3.0332 1.4595
H -6.9943 -3.0476 -1.3790
H -5.7161 -4.1892 -0.8841
O -0.3594 -2.0208 1.8277
N -1.7681 -1.1356 0.2666
C 2.5742 0.0716 0.7292
H -0.2244 0.0995 0.8356
H 2.8829 -0.9336 -1.1319
C 4.2181 4.4741 -0.1926
H 3.3507 0.7591 -1.1534
C 3.0907 3.4702 0.0170
H 4.3576 1.9545 0.8702
C -3.8688 -2.2046 -0.1681
H 2.9008 2.9457 -0.9204
```

Calculated values
- Kohn-Sham gap (eV) = 9.4
- energy relative to the best compared isomer or geometry (same formula, charge and spin) (eV) = 0.126
- HOMO (Ha) = -0.34577
- SMILES = CCCCCCCCCn1cc(C(C)=O)c(=O)[nH]c1=O

Atom charges from the natural (NBO) analysis, given in e for atoms 1 to 2:
1. H 0.2018
2. H 0.2144

Entry from the Open Molecules 2025 dataset: a 3-piece molecular cluster, C2H12NO2 overall at a distorted geometry (ωB97M-V/def2-TZVPD).

```
17
C2H12NO2 ωB97M-V/def2-TZVPD
N 0.4141 0.7638 0.2666
O -0.8261 -1.4966 -2.3175
H 0.6026 2.3243 -0.9768
C 0.4543 2.2978 0.1007
C -1.0081 0.2614 -0.0041
H -1.7113 1.0371 0.2577
H -1.1988 -0.6975 0.4932
H 0.6650 0.4534 1.2115
H -0.4420 2.7556 0.5214
H -1.0101 -0.0190 -1.0826
H -1.7543 -1.7900 -2.3360
H -0.5286 -2.1036 -1.6171
H 1.2670 2.5696 0.7589
H 2.0404 -2.2566 1.4097
H 0.9210 -2.4374 2.3415
O 1.1243 -1.9732 1.5080
H 0.9906 0.3108 -0.5352
```

Calculated values
- spin multiplicity = 2
- Kohn-Sham gap (alpha / beta) (eV) = 3.9 / 11.8
- energy relative to the best compared isomer or geometry (same formula, charge and spin) (eV) = 0.866
- HOMO (alpha / beta) (Ha) = -0.11134 / -0.41534
- ⟨S²⟩ = 0.7506

Atom charges from the natural (NBO) analysis, given in e for atoms 1 to 2:
1. N -0.7803
2. O -0.9397

Entry from the Open Molecules 2025 dataset: an isolated ion of composition C4H12NO and charge +1 at a distorted geometry (ωB97M-V/def2-TZVPD).

```
18
C4H12NO ωB97M-V/def2-TZVPD
H -1.4411 2.3490 0.3297
H -0.3164 1.2187 1.0186
H 0.2897 -3.2680 0.3472
C -0.6439 0.6710 -0.9653
H -2.6615 1.1559 -0.4082
H 2.3423 -1.9530 0.9507
C -1.7818 1.7292 -0.6393
H 0.2870 1.3211 -1.3642
H 1.6017 -1.6673 -0.6838
O 0.4390 -2.4382 0.9038
H 1.5990 0.2051 1.6655
C 1.2465 -0.1202 0.6505
H -1.0383 -0.4261 0.8233
N -0.3331 0.2302 0.4325
H 1.7573 0.3481 -0.2309
H -1.9891 2.4370 -1.5498
C 1.4481 -1.6148 0.3064
H -0.8053 -0.1776 -1.5867
```

Calculated values
- charge = +1
- Kohn-Sham gap (eV) = 11.3
- energy relative to the best compared isomer or geometry (same formula, charge and spin) (eV) = 2.918
- HOMO (Ha) = -0.53720
- SMILES = CC[NH2+]CCO

Atom charges from the natural (NBO) analysis, given in e for atoms 1 to 2:
1. H 0.1998
2. H 0.4519

Entry from the Open Molecules 2025 dataset: a 10-piece molecular cluster, C33H93N13O11 overall at a distorted geometry (ωB97M-V/def2-TZVPD).

```
150
C33H93N13O11 ωB97M-V/def2-TZVPD
N 0.6861 1.2716 -1.8895
H -4.3100 -3.2796 -2.0875
C 3.7033 -2.3999 -1.7499
H 1.9464 -0.6569 -5.4299
H -0.6176 -8.2754 3.7636
O -0.0985 -0.6309 0.0476
H 0.5715 -3.2230 -6.5416
H -1.1984 -3.9270 5.0111
C 0.1610 -1.9835 -0.3065
H 3.8780 3.2794 -0.9182
H 3.9255 2.8150 2.4186
C 2.2966 3.8224 -4.5691
H -7.2065 0.5792 -0.9034
H 1.5189 -3.6353 -2.6439
H -1.3731 0.4482 -4.4068
C -3.5742 -2.4775 -2.1909
N 0.4268 0.8601 5.7794
H 6.8895 1.6110 -1.6694
H -5.0920 -0.3931 -2.7506
H -1.9503 3.1784 5.1756
H 0.2146 2.3152 -5.0490
C -3.0556 5.1519 4.8144
H -5.2644 3.3489 3.2642
H -1.1565 -0.1810 -8.3021
H 6.0681 0.4068 -2.7856
H 1.7831 -3.4517 -7.7848
H 3.2701 3.7896 -5.0565
H -1.7497 0.5107 3.5371
H -1.1907 -6.3767 -3.7590
C 4.6167 2.0207 0.6550
H -5.3390 5.0688 3.3664
C -1.5341 -7.7251 4.0201
H -6.6081 1.9471 -0.5339
H -1.8412 1.0398 -2.7691
C -0.5002 -5.8718 4.9308
H -2.0515 -0.6779 0.7542
H -2.3267 5.2994 3.9976
C 0.1285 -4.9222 -3.3870
H -5.4873 1.0267 1.2302
H -0.4524 -4.0669 2.7670
N 1.2041 -4.6052 -2.6161
C 1.2607 -0.0536 5.2473
N -1.3681 3.6823 5.8484
H 2.4999 5.7210 2.4174
H 2.3104 4.5195 -3.7280
H 1.4754 -5.1015 -1.7873
O -3.7927 -1.3180 -1.4132
O -0.1438 -1.9792 -8.5837
N -1.2169 1.8495 0.5074
C 0.9710 4.2105 2.7203
H -2.9701 4.6013 6.9250
H 4.0865 -1.4180 -1.4537
C -4.6316 4.2355 3.3112
C 0.5610 2.3468 -4.0083
H -1.0008 -6.0776 5.8854
H 4.2059 -1.9022 -4.2823
H 2.2296 5.0751 3.9711
H 0.6308 -2.4749 0.5511
O 4.8229 1.5604 -1.6886
C 4.7214 2.5994 -0.7668
H -3.5694 6.1130 4.9702
H 6.1142 0.1866 -0.9878
H -5.9796 -0.5819 0.8796
H -2.5845 -2.8614 -1.9519
H -0.7201 -0.5104 -9.9966
N 0.6691 -3.9772 6.0066
H 3.1506 -2.8638 -0.9300
N 1.8390 0.3511 4.0834
H 0.5559 0.4265 -1.3250
H -1.9690 -1.4561 -9.2094
N -0.4795 -6.1028 -3.1045
C -1.9900 1.1773 2.7037
H -2.1696 1.6766 0.2026
H -1.7868 -8.0403 5.0411
H 0.0745 1.1205 1.9787
H 1.5473 -4.4919 5.9128
H -0.2409 -6.7279 -2.3607
O -1.3246 -6.3518 3.8850
O 1.5968 -1.1124 5.7847
C 0.3096 1.0221 -3.2935
H 0.4857 -0.7686 -6.9967
H -1.1521 -0.5567 -2.9900
N 0.5110 4.2385 1.4470
C 2.2326 -1.6305 -5.0277
C -0.2032 -4.3791 4.8988
H 4.4995 -3.0765 -2.0741
H 1.2738 -3.9745 3.2978
C -2.2712 4.8284 6.1158
H 3.2248 0.7211 1.7375
H -4.3397 1.1772 -1.0679
H 1.4769 1.1087 3.5279
N -6.4244 1.1768 -1.1733
H 4.0854 3.8399 1.1794
H 2.5337 -0.2291 3.6540
O 2.7193 -2.1980 -2.7499
H 0.8365 -2.0890 -1.1541
H 1.6830 1.4695 -1.8470
H 0.0680 0.6979 6.7013
H -0.8540 5.6779 7.4590
H -2.1353 6.7753 7.0925
C 6.0805 0.8938 -1.8185
H 2.8386 -3.4052 -5.6410
N 2.5868 -2.5516 -6.1281
H -3.5591 -2.1920 -3.2493
H -0.7767 -2.4999 -0.5241
O 0.5913 3.4039 3.5770
N 1.9550 5.1203 3.0016
C 3.2379 -1.5510 -3.9020
H 5.5064 1.4323 0.9028
H 0.3026 1.7572 5.3384
C -5.1925 0.1426 0.6621
N 4.5582 3.0813 1.6719
H -2.9843 0.9421 2.3271
H 5.6180 3.2347 -0.8250
O -0.2919 -4.1920 -4.2836
C -5.1575 0.4940 -0.8335
H 1.2804 -2.0263 -4.6355
H 0.4255 -6.4708 4.9249
H -0.5959 1.7641 -0.2939
O -3.8605 4.0697 4.4822
H 1.6107 4.1730 -5.3443
C 0.8511 -1.5340 -7.6875
H -1.9609 2.1841 3.1118
C 1.4515 -2.7576 -7.0110
H 1.6263 -1.0670 -8.3164
H -2.3435 -8.0891 3.3887
H 0.8780 4.8809 0.7767
H 2.4315 1.6041 0.5551
H -0.8668 6.6101 5.9593
C -1.1104 0.4736 -3.3449
C 0.2340 -3.7570 3.5596
H -4.2031 -0.2240 0.9353
H 0.0416 3.2003 -3.5637
H 3.5138 0.2138 0.1166
H -0.6943 4.0832 5.1910
C 3.3943 1.1110 0.7261
H 1.0204 0.2730 -3.6627
C -1.4883 6.0180 6.6372
C -1.0294 -0.5066 1.1079
C -1.0073 -0.9676 -9.0460
O 1.9724 2.5636 -3.9933
H -0.7525 -1.1750 1.9319
H 0.1763 -2.6707 3.6504
H -5.7972 -1.5163 -1.5179
H 0.9902 -3.0536 5.7024
H 3.4164 -0.5004 -3.6412
H -0.2044 3.5369 1.2450
C -0.9371 0.9389 1.6149
H -3.9674 4.3196 2.4470
C -5.0647 -0.7241 -1.7056
```

Calculated values
- Kohn-Sham gap (eV) = 8.9
- energy relative to the best compared isomer or geometry (same formula, charge and spin) (eV) = 0.000
- HOMO (Ha) = -0.31681
- SMILES = COC[C@H](C)N.COC[C@H](C)N.COC[C@H](C)N.COC[C@H](C)N.COC[C@H](C)N.COC[C@H](C)N.COCCNCCOC.NC(N)=O.NC(N)=O.NC(N)=O

Atom charges from the Mulliken analysis, given in e for atoms 1 to 2:
1. N -0.1076
2. H 0.3376

Number 1: calculated total energy -85858.3406 eV. Number 2: calculated total energy -6785.7020 eV. Number 3: calculated total energy -25068.8490 eV. Number 4: calculated total energy -7849.6819 eV. Number 5: calculated total energy -7871.3734 eV. Number 6: calculated total energy -77621.6459 eV.